#1
A 2-piece molecular cluster, C4H11NO2 overall, computed with the ωB97M-V functional and the def2-TZVPD basis.

Its multiplicity is 2. Its HOMO-LUMO gap (alpha / beta) is 9.904 / 4.607 eV. As for the total charge: +1.

Last column: Mulliken spin population.
Geometry (Å):
C 1.19 0.94 -0.33  0.02
C 1.92 0.41 0.90  -0.01
C -0.21 0.44 -0.50  -0.08
N -1.00 1.17 -1.45  0.65
C -2.39 0.92 -1.70  0.01
O -0.78 -0.43 0.07  0.35
H 1.10 2.02 -0.24  -0.01
H 1.69 0.64 -1.26  0.01
H 2.88 0.92 0.91  0.00
H 2.16 -0.66 0.88  0.00
H 1.23 0.53 1.72  0.00
H -0.75 2.17 -1.41  -0.02
H -2.60 -0.05 -2.13  0.02
H -3.01 1.01 -0.80  0.05
H -2.75 1.72 -2.35  0.01
H 0.54 -4.68 2.80  0.00
H 0.30 -3.38 1.99  0.00
O 0.47 -3.69 2.88  0.00

#2
An isolated ion of composition C4H11NO2 and charge +1, computed with the ωB97M-V functional and the def2-TZVPD basis.

Its multiplicity is 2. Its HOMO-LUMO gap (alpha / beta) is 11.794 / 6.387 eV. As for the total charge: +1.

Last column: Mulliken spin population.
Geometry (Å):
C -0.89 -0.44 1.42  0.04
O -1.98 0.33 1.92  0.00
C -0.40 0.22 0.15  0.02
C 1.07 -0.16 -0.21  0.07
C 1.58 0.64 -1.43  0.01
O 1.24 -1.54 -0.43  0.06
N -1.36 0.10 -0.90  0.78
H -1.12 -1.51 1.29  -0.01
H -0.11 -0.40 2.19  0.00
H -0.33 1.30 0.35  0.07
H 1.64 0.14 0.67  0.00
H 2.65 0.50 -1.55  0.00
H 1.45 1.70 -1.17  0.00
H 1.03 0.42 -2.34  0.00
H 1.83 -1.86 0.27  0.00
H -1.23 0.69 -1.72  -0.02
H -2.28 0.09 -0.44  -0.01
H -2.77 -0.22 1.94  0.00

Ranked by calculated energy, most stable first: #1, #2.

#1
C4H7N5 as an isolated structure, computed with the ωB97M-V functional and the def2-TZVPD basis.

Its HOMO-LUMO gap is 8.412 eV.

Last column: Mulliken charge in e.
Geometry (Å):
C -2.32 -0.24 0.26  -0.81
C -0.47 0.79 -0.67  0.15
C 2.33 -0.20 0.39  -0.05
C -0.20 -1.32 -0.16  -0.18
H -3.12 -1.39 0.63  0.29
H -2.87 0.59 -0.56  0.31
H -2.17 0.65 1.36  0.26
H -1.23 1.63 -0.43  0.33
H 2.58 1.70 -0.25  0.27
H 3.25 -0.05 1.03  0.28
H -0.17 -1.52 0.91  0.44
N -1.11 -0.37 -0.72  -0.12
N 0.61 1.42 -0.33  -0.45
N 1.86 0.94 -0.27  -0.11
N 2.08 -1.31 -0.27  -0.30
N 0.93 -1.32 -0.92  -0.30

#2
One molecule with the formula C4H7N5, computed with the ωB97M-V functional and the def2-TZVPD basis.

Its HOMO-LUMO gap is 9.156 eV.

Last column: Mulliken charge in e.
Geometry (Å):
H -1.45 1.49 -0.89  0.18
N -2.24 0.83 -0.57  -0.76
C -1.67 -0.20 -0.02  0.47
N -2.37 -1.27 0.46  -0.49
C -0.26 -0.20 -0.18  0.47
N 0.30 -1.38 -0.44  -0.34
N 1.71 -1.58 -0.39  -0.71
C 2.39 -0.57 -0.05  0.16
N 2.01 0.62 0.21  -0.16
C 0.46 1.10 0.11  -0.41
H -1.85 -2.23 0.56  0.31
H -3.38 -1.02 0.29  0.30
H 3.53 -0.42 0.08  0.27
H 2.54 1.31 0.56  0.14
H 0.10 1.85 -0.84  0.27
H 0.17 1.66 1.10  0.30

Ranked by calculated energy, most stable first: #2, #1.

#1
One molecule with the formula C6H4N2O, computed with the ωB97M-V functional and the def2-TZVPD basis.

Its HOMO-LUMO gap is 9.135 eV.

Last column: Mulliken charge in e.
Geometry (Å):
C -1.72 1.41 -0.16  -0.80
C -0.74 0.44 -0.15  0.21
C -0.72 -0.83 -0.93  -0.60
C 0.45 -1.49 -0.77  -0.62
C 1.38 -0.70 0.18  0.59
N 2.42 -0.77 0.90  -0.41
O 2.28 0.32 1.76  -0.10
N 1.12 1.05 1.47  -0.43
C 0.53 0.33 0.57  0.73
H -2.64 1.51 -0.77  0.31
H -1.47 2.24 0.60  0.25
H -1.48 -0.99 -1.62  0.48
H 0.57 -2.52 -1.07  0.41

#2
One molecule with the formula C6H4N2O, computed with the ωB97M-V functional and the def2-TZVPD basis.

Its HOMO-LUMO gap is 8.414 eV.

Last column: Mulliken charge in e.
Geometry (Å):
O 1.59 -2.09 0.80  -0.56
C 1.09 -1.21 0.14  0.50
C 0.57 -1.34 -1.23  -0.32
C -0.32 -0.39 -1.54  -0.27
N -0.20 0.47 -0.35  0.10
C -0.96 1.55 0.07  -0.03
N -0.73 1.91 1.40  -0.53
C 0.21 0.89 1.78  -0.18
C 0.70 0.12 0.67  0.05
H 0.81 -2.19 -1.98  0.32
H -1.27 -0.44 -2.29  0.28
H -1.77 2.16 -0.40  0.35
H 0.27 0.57 2.94  0.30

Ranked by calculated energy, most stable first: #2, #1.

#1
A 2-piece molecular cluster, C2H11N3 overall, computed with the ωB97M-V functional and the def2-TZVPD basis.

Its HOMO-LUMO gap is 9.664 eV.

Last column: Mulliken charge in e.
Geometry (Å):
N 1.46 0.26 0.10  -0.65
C 2.32 0.30 1.29  -0.34
N 3.20 -0.85 1.39  -0.59
H 1.08 1.19 -0.11  0.25
H 0.64 -0.30 0.28  0.24
H 1.74 0.37 2.21  0.26
H 2.93 1.19 1.21  0.37
H 3.97 -0.76 0.74  0.26
H 2.70 -1.69 1.12  0.21
C -2.80 0.23 -0.61  -0.52
N -2.95 -0.30 -1.94  -0.42
H -2.30 -0.48 0.05  0.17
H -2.20 1.15 -0.60  0.17
H -3.79 0.36 -0.18  0.29
H -2.16 -0.42 -2.55  0.14
H -3.84 -0.26 -2.40  0.16

#2
A 2-piece molecular cluster, C2H11N3 overall, computed with the ωB97M-V functional and the def2-TZVPD basis.

Its HOMO-LUMO gap is 9.936 eV.

Last column: Mulliken charge in e.
Geometry (Å):
N 1.10 0.28 -0.55  -0.51
C 1.13 1.06 0.65  -0.13
N 2.48 1.29 1.15  -0.66
H 2.14 0.23 -0.99  0.23
H 0.35 0.44 -1.18  0.19
H 0.44 0.56 1.39  0.17
H 0.68 2.06 0.52  0.27
H 2.69 0.44 1.79  0.24
H 2.61 2.18 1.72  0.25
C -2.06 -1.49 -0.22  -0.70
N -1.70 -1.14 -1.59  -0.57
H -2.89 -1.08 0.26  0.34
H -2.27 -2.54 -0.24  0.28
H -1.28 -1.35 0.59  0.20
H -0.99 -0.49 -1.30  0.13
H -2.43 -0.45 -1.99  0.28

Ranked by calculated energy, most stable first: #1, #2.